Formula: C20H21F2
Source: the Open Molecules 2025 dataset
Level of theory: wB97M-V/def2-TZVPD

## Properties
Lowest unoccupied orbital energy, eV: -6.129
Energy above the lowest of the compared OMol25 structures with the same formula, charge and spin, eV: 0.000
Net charge: +1
M, g/mol: 299.384

Positions of all 43 atoms, in Å:
C1 -1.883 -2.727 1.453
C2 -0.396 -2.737 1.491
C3 0.267 -1.588 1.567
C4 1.759 -1.469 1.589
C5 2.472 -2.768 1.159
C6 1.800 -3.997 1.788
C7 0.308 -4.065 1.411
H1 -2.282 -3.738 1.361
H2 -2.295 -2.288 2.362
H3 -2.248 -2.148 0.603
H4 -0.311 -0.680 1.605
H5 2.071 -0.630 0.950
H6 2.085 -1.196 2.601
H7 2.443 -2.858 0.067
H8 3.541 -2.734 1.413
H9 2.319 -4.921 1.498
H10 1.898 -3.946 2.878
H11 -0.221 -4.781 2.052
H12 0.199 -4.456 0.392
F1 -1.152 -0.159 -5.845
C8 -1.116 0.284 -4.570
C9 -1.779 -0.396 -3.558
C10 -1.757 0.060 -2.264
C11 -1.055 1.236 -1.917
C12 -1.071 1.651 -0.561
C13 -0.432 2.728 0.105
C14 -0.593 2.838 1.505
C15 0.001 3.856 2.208
C16 0.781 4.809 1.569
F2 1.352 5.817 2.264
C17 0.953 4.724 0.201
C18 0.368 3.714 -0.513
C19 -0.387 1.901 -2.970
C20 -0.420 1.436 -4.256
H13 -2.309 -1.293 -3.820
H14 -2.274 -0.489 -1.494
H15 -1.667 1.024 0.085
H16 -1.190 2.105 2.023
H17 -0.120 3.936 3.272
H18 1.553 5.466 -0.298
H19 0.535 3.717 -1.565
H20 0.162 2.798 -2.802
H21 0.094 1.967 -5.039

Mulliken population analysis, charges in e, atoms 1 to 6: -1.425, 0.844, -0.285, -0.784, -0.742, -0.841